2 unconnected molecules or ions with the total composition CH3IO3P in a non-equilibrium geometry. Source: the OMol25 dataset; level of theory: wB97M-V/def2-TZVPD.

The value obtained for the calculated total energy is -904.69761 Ha. As for the expectation value of S²: 2.005. Its energy relative to the best compared isomer or geometry (same formula, charge and spin) is 0.761 eV. The orbital gap (alpha / beta) comes out at 3.983 / 5.169 eV. Its strongest force on any atom is 4.67 eV/Å. Its spin multiplicity is 3. As for the LUMO energy (alpha / beta): 2.91 / -0.14 eV. Its total charge is -1.

The geometry in XYZ format:
```
9
CH3IO3P, DFT wB97M-V/def2-TZVPD
C 0.39129 0.69821 -0.91298
O 0.80995 -1.41486 2.25413
O -0.32304 -1.99176 0.00657
O 1.02014 0.25806 0.27564
P 0.26579 -1.02345 0.92320
I -2.60393 1.32618 1.25008
H -0.12688 -0.16492 -1.32258
H 1.10007 0.99298 -1.54649
H -0.53338 1.31956 -0.92758
```

Löwdin atomic charge list, values in e, 8 entries: C -0.25; O -0.43; O -0.41; O -0.33; P 0.20; I 0.13; H 0.05; H 0.02